Record 1
ORCA calculation (ωB97M-V/def2-TZVPD) on a structure of composition C9H10IrN5OS4 in a non-equilibrium geometry.

Properties
**LUMO (spin up / spin down)**: -0.2022 / -0.1955 Ha

Structure (ORCA input):
```
! RIJCOSX wB97M-V def2-TZVPD def2/J DEFGRID3
* xyz 1 2
Ir 0.556 1.907 0.885
O 0.520 8.523 1.063
C 0.519 7.354 1.229
S -1.044 6.455 1.402
C -0.617 4.813 1.140
C 1.638 4.804 1.138
S 2.384 3.455 1.846
S 2.069 6.442 1.434
S -1.390 3.480 1.849
N 0.510 4.491 0.327
C 0.489 3.438 -0.428
C -1.375 -2.913 -1.990
C -0.638 -3.940 -1.134
C 0.783 -4.169 -1.640
C -0.640 -3.552 0.361
N -0.071 -2.255 0.575
C -0.686 -1.068 0.575
N 0.247 -0.146 0.770
N 1.406 -0.801 0.878
N 1.225 -2.040 0.762
H -1.449 -3.283 -3.008
H -0.855 -1.956 -2.028
H -2.386 -2.749 -1.621
H -1.182 -4.888 -1.190
H 1.383 -3.262 -1.599
H 0.753 -4.506 -2.672
H 1.281 -4.931 -1.048
H -0.037 -4.265 0.926
H -1.662 -3.543 0.749
H -1.734 -0.896 0.449
*
```



Record 2
ORCA calculation (ωB97M-V/def2-TZVPD) on the ion C4H8NO2 with charge -1 in a non-equilibrium geometry.

Properties
**LUMO**: 0.1428 Ha
**ΔE to the lowest compared entry with this formula, charge and spin**: 275.93 kJ/mol

Structure (ORCA input):
```
! RIJCOSX wB97M-V def2-TZVPD def2/J DEFGRID3
* xyz -1 1
O 0.269 0.743 -3.402
C 0.223 0.956 -2.215
C 0.128 -0.071 -1.141
C 0.544 0.431 0.257
N 0.559 -0.551 1.268
C -0.813 -0.737 1.898
O -1.823 -0.683 1.019
H 0.209 1.967 -1.852
H -0.907 -0.405 -1.053
H 0.778 -0.918 -1.359
H -0.059 1.315 0.489
H 1.498 0.984 0.105
H 0.996 -1.411 0.986
H -0.720 -1.723 2.395
H -0.883 0.101 2.604
*
```



Record 3
ORCA calculation (ωB97M-V/def2-TZVPD) on the ion C3H6ClN2O2 with charge +1 in a non-equilibrium geometry.

Properties
**LUMO (spin up / spin down)**: -0.1983 / -0.2330 Ha
**ΔE to the lowest compared entry with this formula, charge and spin**: 401.65 kJ/mol

Structure (ORCA input):
```
! RIJCOSX wB97M-V def2-TZVPD def2/J DEFGRID3
* xyz 1 1
C 0.365 -0.960 0.098
C -1.338 -0.089 -1.422
C 0.416 0.137 0.863
N -0.638 1.187 -1.177
N 1.442 0.572 1.586
O 1.088 -2.084 0.151
O -0.410 -1.121 -0.943
Cl -1.665 2.409 -1.104
H -2.401 -0.085 -0.828
H -1.522 -0.229 -2.452
H -0.358 0.867 0.658
H 2.414 0.496 1.312
H 1.208 1.304 2.172
H 1.397 -2.403 1.087
*
```



Record 4
ORCA calculation (ωB97M-V/def2-TZVPD) on a cluster of 2 separate species, C3H8OSi in total in a non-equilibrium geometry.

Properties
**LUMO (spin up / spin down)**: 0.0305 / -0.0802 Ha
**ΔE to the lowest compared entry with this formula, charge and spin**: 184.08 kJ/mol

Structure (ORCA input):
```
! RIJCOSX wB97M-V def2-TZVPD def2/J DEFGRID3
* xyz 0 3
C -2.069 0.141 0.156
C -1.373 -0.899 -0.580
C 0.840 -0.536 0.529
O -2.528 1.190 -0.231
Si 1.821 1.008 -0.145
H -1.964 -0.092 1.197
H -1.067 -0.821 -1.692
H -1.545 -1.879 -0.217
H 1.231 -1.491 0.057
H 0.254 -0.740 1.406
H 1.773 1.596 -1.378
H 3.055 0.400 -0.103
H 1.572 2.125 1.002
*
```



Record 5
ORCA calculation (ωB97M-V/def2-TZVPD) on an isolated molecule of C3INS in a non-equilibrium geometry.

Properties
**LUMO (spin up / spin down)**: -0.0707 / -0.0762 Ha
**ΔE to the lowest compared entry with this formula, charge and spin**: 8.37 kJ/mol

Structure (ORCA input):
```
! RIJCOSX wB97M-V def2-TZVPD def2/J DEFGRID3
* xyz 0 1
C 0.628 0.113 0.081
C 1.889 0.153 -0.103
C -1.699 -0.659 -0.037
N -0.623 -0.163 0.091
S 3.423 0.504 -0.017
I -3.617 0.052 -0.014
*
```



Record 6
ORCA calculation (ωB97M-V/def2-TZVPD) on an isolated molecule of C7H11F2NO2 in a non-equilibrium geometry.

Properties
**LUMO**: 0.0251 Ha
**ΔE to the lowest compared entry with this formula, charge and spin**: 0.00 kJ/mol

Structure (ORCA input):
```
! RIJCOSX wB97M-V def2-TZVPD def2/J DEFGRID3
* xyz 0 1
C -0.285 3.505 -0.457
C 0.213 2.412 -0.878
N 0.268 1.164 -0.125
C 0.375 -0.119 -0.637
C 0.421 -0.589 -1.857
C 0.412 -1.267 0.435
C 1.715 -1.161 1.256
O 0.232 -2.534 -0.195
O -0.710 -0.907 1.353
C -1.973 -1.059 0.888
F -2.758 -1.706 1.786
F -2.537 0.213 0.754
H -0.307 4.354 -1.109
H -1.038 3.688 0.287
H 0.748 2.488 -1.769
H -0.414 1.367 0.565
H 0.542 0.031 -2.706
H 0.443 -1.676 -2.143
H 1.508 -1.601 2.262
H 2.551 -1.535 0.703
H 2.029 -0.187 1.252
H 0.637 -3.187 0.340
H -2.072 -1.696 -0.007
*
```



Calculated E, -65159.50936; -9861.92686; -22794.27372; -13159.47616; -23532.40450; -18455.23708 eV (same order as the records).